Run 1
Below is the ion C5H13N2 with charge +1, with properties calculated with ωB97M-V/def2-TZVPD.

```
20
Properties=species:S:1:pos:R:3:nbo_charge:R:1
N -2.436 1.022 -0.111 -0.72
N 2.393 0.917 -0.141 -0.65
C -1.274 0.250 -0.804 -0.39
C 0.099 -0.235 0.040 -0.14
C 0.732 -1.330 -0.923 -0.61
C 1.267 0.695 0.499 0.31
C -0.214 -0.937 1.371 -0.62
H -2.770 0.533 0.766 0.42
H -0.863 -0.206 1.806 0.19
H -1.042 0.878 -1.670 0.17
H -0.851 -1.767 1.087 0.24
H -3.102 0.875 -0.815 0.46
H 0.664 -1.245 1.874 0.23
H 1.109 1.277 1.279 0.18
H 1.176 -0.813 -1.881 0.20
H 0.143 -2.179 -1.090 0.25
H 1.538 -1.843 -0.492 0.21
H 2.705 0.391 -0.974 0.44
H -2.102 1.896 0.191 0.41
H 2.828 1.822 -0.012 0.43
```

Values from the calculation:
* M: 101.2 g mol⁻¹
* multiplicity: 1
* charge: +1
* orbital gap: 6.69 eV

***

Run 2
Below is the ion C5H13N2 with charge +1, with properties calculated with ωB97M-V/def2-TZVPD.

```
20
Properties=species:S:1:pos:R:3:nbo_charge:R:1
N 1.689 0.129 0.832 -0.49
N -0.843 -0.933 0.973 -0.70
C 1.192 1.114 -0.113 -0.26
C -0.776 -0.441 -0.475 -0.03
C -2.153 -0.513 -1.040 -0.67
C -0.310 1.018 -0.226 -0.44
C 2.875 -0.262 0.769 0.02
H 0.111 -0.898 1.382 0.48
H -2.198 -0.325 -2.112 0.26
H 3.558 0.178 0.011 0.15
H 3.433 -0.974 1.360 0.20
H -1.238 -1.859 1.084 0.43
H -0.070 -1.118 -0.956 0.23
H -2.720 0.375 -0.719 0.23
H -0.687 1.676 -1.026 0.25
H 1.604 0.986 -1.122 0.21
H -0.931 1.511 0.533 0.22
H -2.690 -1.463 -0.979 0.24
H -1.375 -0.271 1.532 0.43
H 1.527 2.070 0.291 0.24
```

Values from the calculation:
* M: 101.2 g mol⁻¹
* multiplicity: 1
* charge: +1
* orbital gap: 11.09 eV
* structure (SMILES): C=NCC[C@H](C)[NH3+]

***

Which of them is least stable? Easy: run 1.

***

Run 1
Below is a structure of composition C5H13N2, with properties calculated with ωB97M-V/def2-TZVPD.

```
20
Properties=species:S:1:pos:R:3:nbo_charge:R:1
N -2.555 0.276 -1.030 -0.73
N -0.359 0.043 0.807 -0.10
C -0.341 -0.121 -0.616 -0.18
C 3.415 -0.124 -0.523 -0.27
C -1.564 -0.813 -1.406 -0.23
C 2.122 -0.243 -0.157 -0.24
C 0.941 -0.962 -0.777 -0.38
H -1.061 3.498 5.489 0.01
H 4.007 -0.528 -1.352 0.23
H 4.120 0.517 0.098 0.23
H 0.591 -1.863 -0.068 0.23
H -1.634 3.465 4.924 -0.01
H -0.225 0.880 -1.219 0.33
H -2.366 0.625 -0.085 0.36
H 1.057 -1.473 -1.789 0.29
H -3.498 0.049 -1.221 0.40
H -1.486 -0.803 -2.523 0.26
H 1.748 -0.099 0.896 0.22
H -1.115 -0.504 1.309 0.37
H -1.796 -1.820 -0.758 0.20
```

Values from the calculation:
* M: 101.2 g mol⁻¹
* multiplicity: 1
* charge: +1
* orbital gap: 5.08 eV

***

Run 2
Below is the ion C5H13N2 with charge +1, with properties calculated with ωB97M-V/def2-TZVPD.

```
20
Properties=species:S:1:pos:R:3:nbo_charge:R:1
N 1.530 0.179 -0.042 -0.55
N -0.711 -0.789 -1.211 -0.67
C 0.420 0.091 0.933 0.15
C 0.164 1.147 1.844 -0.63
C -1.310 0.125 -2.213 -0.42
C -0.992 -0.591 0.181 -0.21
C 1.622 -0.798 1.025 -0.23
H -1.071 1.251 -1.884 0.20
H -0.886 -0.112 -3.145 0.22
H -2.402 0.042 -2.462 0.21
H -0.415 0.915 2.719 0.27
H -0.396 1.892 1.076 0.23
H 2.398 -0.649 1.701 0.24
H 1.654 -1.758 0.587 0.23
H -0.945 -1.733 -1.354 0.39
H 1.130 -0.142 -0.870 0.45
H -1.159 -1.526 0.654 0.22
H 1.123 1.555 2.093 0.22
H 2.254 0.940 -0.153 0.45
H -2.006 -0.038 0.520 0.22
```

Values from the calculation:
* M: 101.2 g mol⁻¹
* multiplicity: 1
* charge: +1
* orbital gap: 10.84 eV
* structure (SMILES): CNC[C@@]1(C)C[NH2+]1

***

Which of them is least stable? Easy: run 1.

***

Run 1
Below is a cluster of 2 separate species, C5H13N2 in total, with properties calculated with ωB97M-V/def2-TZVPD.

```
20
Properties=species:S:1:pos:R:3:nbo_charge:R:1
N 0.364 -2.222 -0.258 -0.70
N -1.719 -1.253 0.298 -0.72
C 0.612 1.058 0.158 0.06
C 1.719 0.450 0.724 -0.49
C -0.920 -2.071 -0.434 0.40
C -0.485 1.621 1.014 -0.68
C 0.465 1.327 -1.277 -0.68
H -1.342 -0.699 1.043 0.43
H -1.498 1.609 0.503 0.21
H -2.606 -1.014 -0.075 0.43
H -0.281 2.698 1.255 0.27
H -0.079 2.245 -1.533 0.24
H 0.915 -1.578 0.348 0.45
H -1.297 -2.639 -1.281 0.23
H 2.592 0.247 0.129 0.22
H 0.020 0.478 -1.817 0.22
H 0.806 -2.964 -0.771 0.44
H -0.519 1.038 1.957 0.21
H 1.453 1.430 -1.759 0.24
H 1.799 0.239 1.773 0.22
```

Values from the calculation:
* M: 101.2 g mol⁻¹
* multiplicity: 1
* charge: +1
* orbital gap: 9.39 eV

***

Run 2
Below is the ion C5H13N2 with charge +1, with properties calculated with ωB97M-V/def2-TZVPD.

```
20
Properties=species:S:1:pos:R:3:nbo_charge:R:1
N -1.100 -1.826 0.330 -0.67
N 2.338 -0.515 -0.277 -0.81
C -0.011 -0.843 0.581 -0.12
C 0.310 1.716 0.835 -0.62
C -1.303 0.830 -0.930 -0.64
C 0.960 -0.545 -0.533 -0.03
C -0.143 0.553 -0.006 -0.05
H 0.397 -0.948 1.579 0.24
H 2.581 -0.014 0.567 0.38
H 0.715 -0.954 -1.505 0.21
H 0.771 2.474 0.207 0.24
H 1.031 1.415 1.592 0.22
H -1.710 -1.916 1.152 0.45
H -1.339 0.142 -1.776 0.21
H -0.720 -2.754 0.098 0.45
H 2.873 -0.146 -1.053 0.39
H -1.193 1.831 -1.342 0.26
H -2.254 0.806 -0.397 0.21
H -1.661 -1.476 -0.462 0.45
H -0.541 2.170 1.339 0.23
```

Values from the calculation:
* M: 101.2 g mol⁻¹
* multiplicity: 1
* charge: +1
* orbital gap: 8.93 eV
* structure (SMILES): CC1(C)[C@@H](N)[C@@H]1[NH3+]

***

Run 3
Below is the ion C5H13N2 with charge +1, with properties calculated with ωB97M-V/def2-TZVPD.

```
20
Properties=species:S:1:pos:R:3:nbo_charge:R:1
N 1.809 -0.256 -0.073 -0.52
N -0.252 -1.547 -0.326 -0.75
C -0.550 0.017 0.022 0.19
C 2.971 0.157 -0.004 0.06
C -0.631 0.813 -1.194 -0.66
C 0.719 0.328 0.772 -0.30
C -1.731 0.025 0.941 -0.65
H 3.384 1.201 0.335 0.19
H -0.607 1.932 -0.936 0.27
H 0.797 -1.556 -0.636 0.48
H -1.683 0.598 -1.580 0.23
H 0.822 1.487 0.870 0.23
H 3.755 -0.474 -0.503 0.19
H -1.662 1.062 1.291 0.25
H -0.443 -2.131 0.499 0.43
H 0.164 0.438 -1.867 0.24
H 0.621 -0.050 1.842 0.23
H -0.853 -1.840 -1.050 0.42
H -2.577 -0.113 0.266 0.24
H -1.546 -0.553 1.852 0.24
```

Values from the calculation:
* M: 101.2 g mol⁻¹
* multiplicity: 1
* charge: +1
* orbital gap: 11.25 eV
* structure (SMILES): C=NCC(C)(C)[NH3+]

***

Run 4
Below is the ion C5H13N2 with charge +1, with properties calculated with ωB97M-V/def2-TZVPD.

```
20
Properties=species:S:1:pos:R:3:nbo_charge:R:1
N -2.686 0.431 -0.937 -0.83
N 3.328 -0.158 0.452 -0.68
C -1.675 0.162 0.121 -0.05
C -1.622 -1.367 0.365 -0.64
C 0.918 -0.120 -0.104 -0.10
C 1.976 0.476 0.423 -0.12
C -0.325 0.716 -0.346 -0.45
H -1.344 -1.834 -0.577 0.21
H 3.320 -1.047 -0.044 0.45
H -2.074 0.575 1.050 0.19
H 3.709 -0.419 1.360 0.44
H -0.173 1.713 0.072 0.22
H 2.032 1.538 0.596 0.23
H -0.989 -1.610 1.222 0.21
H 0.729 -1.156 -0.351 0.24
H -2.892 1.415 -0.860 0.36
H -2.578 -1.709 0.761 0.23
H 3.965 0.531 0.040 0.45
H -3.506 -0.111 -0.702 0.37
H -0.282 0.814 -1.438 0.26
```

Values from the calculation:
* M: 101.2 g mol⁻¹
* multiplicity: 1
* charge: +1
* orbital gap: 8.66 eV
* structure (SMILES): C[C@H](N)C/C=C/[NH3+]

***

Which of them is least stable? Easy: run 3.

***

Run 1
Below is an isolated molecule of C3H7NO, with properties calculated with ωB97M-V/def2-TZVPD.

```
12
Properties=species:S:1:pos:R:3:nbo_charge:R:1
O 1.478 1.307 1.013 -0.66
N 0.532 0.077 -0.812 -0.64
C 0.211 -0.737 1.437 -0.77
C 0.866 0.273 0.825 0.58
C -0.968 0.282 -0.866 -0.42
H -1.533 -0.423 -0.240 0.24
H -1.150 1.268 -0.424 0.23
H 0.035 -0.684 2.497 0.23
H -0.127 -1.606 0.882 0.19
H 0.906 -0.811 -1.158 0.41
H 1.070 0.825 -1.265 0.42
H -1.320 0.227 -1.890 0.20
```

Values from the calculation:
* M: 73.1 g mol⁻¹
* multiplicity: 1
* charge: 0
* orbital gap: 8.12 eV
* structure (SMILES): C=C([O-])[NH2+]C

***

Run 2
Below is an isolated molecule of C3H7NO, with properties calculated with ωB97M-V/def2-TZVPD.

```
12
Properties=species:S:1:pos:R:3:nbo_charge:R:1
O 1.705 -1.615 0.859 -0.28
N 1.213 -1.108 -0.115 0.16
C -0.875 -0.265 -1.079 -0.62
C -0.051 -0.369 0.197 -0.16
C 0.379 0.992 0.742 -0.61
H -0.576 -0.932 0.977 0.20
H -0.309 0.259 -1.857 0.22
H 0.945 1.550 -0.012 0.21
H -0.500 1.581 1.020 0.22
H -1.797 0.295 -0.892 0.22
H -1.148 -1.252 -1.466 0.22
H 1.013 0.865 1.626 0.22
```

Values from the calculation:
* M: 73.1 g mol⁻¹
* multiplicity: 1
* charge: 0
* orbital gap: 9.17 eV
* structure (SMILES): CC(C)N=O

***

Which of them is least stable? Easy: run 2.

***

Run 1
Below is an isolated molecule of C3H7NO, with properties calculated with ωB97M-V/def2-TZVPD.

```
12
Properties=species:S:1:pos:R:3:nbo_charge:R:1
O 1.564 0.461 0.849 -0.72
N -0.583 1.040 -0.462 -0.65
C -0.213 -0.374 -0.563 -0.10
C 1.186 -0.607 0.021 -0.06
C -1.196 0.043 0.437 -0.27
H -1.433 1.438 -0.814 0.38
H 1.181 1.246 0.416 0.49
H -0.506 -1.041 -1.375 0.21
H -0.918 0.185 1.469 0.21
H 1.130 -1.508 0.647 0.18
H 1.938 -0.791 -0.760 0.16
H -2.234 -0.209 0.211 0.19
```

Values from the calculation:
* M: 73.1 g mol⁻¹
* multiplicity: 1
* charge: 0
* orbital gap: 10.88 eV
* structure (SMILES): OC[C@H]1CN1

***

Run 2
Below is an isolated molecule of C3H7NO, with properties calculated with ωB97M-V/def2-TZVPD.

```
12
Properties=species:S:1:pos:R:3:nbo_charge:R:1
O -0.981 -1.291 -0.626 -0.53
N 1.055 -0.768 0.322 -0.66
C 0.213 -1.689 -0.184 0.33
C -1.496 0.043 -0.700 -0.28
C 1.048 0.672 0.626 -0.44
H -2.503 -0.060 -1.110 0.20
H 1.904 -1.224 0.619 0.40
H 0.311 0.927 1.392 0.20
H -0.902 0.663 -1.378 0.18
H -1.562 0.515 0.284 0.18
H 0.876 1.284 -0.262 0.20
H 2.036 0.929 1.017 0.21
```

Values from the calculation:
* M: 73.1 g mol⁻¹
* multiplicity: 1
* charge: 0
* orbital gap: 9.02 eV

***

Which of them is least stable? Easy: run 2.

***

Run 1
Below is a cluster of 2 separate species, C4H10OS in total, with properties calculated with ωB97M-V/def2-TZVPD.

```
16
Properties=species:S:1:pos:R:3:nbo_charge:R:1
S 1.774 4.138 -1.420 -0.04
O -1.133 -1.952 1.747 -0.54
C -1.013 -2.447 0.638 0.59
C 1.726 4.442 0.365 -0.74
C 0.274 -3.099 0.190 -0.72
C -2.143 -2.444 -0.365 -0.72
H 0.803 5.014 -1.757 0.12
H -1.843 -1.900 -1.276 0.23
H -3.034 -1.952 0.060 0.24
H 1.033 -3.043 0.989 0.24
H 1.971 5.488 0.614 0.22
H 2.485 3.785 0.820 0.23
H -2.410 -3.477 -0.644 0.23
H 0.100 -4.160 -0.056 0.23
H 0.742 4.198 0.801 0.22
H 0.669 -2.591 -0.706 0.23
```

Values from the calculation:
* M: 106.2 g mol⁻¹
* multiplicity: 1
* charge: 0
* orbital gap: 9.83 eV
* structure (SMILES): CC(C)=O.CS

***

Run 2
Below is a cluster of 2 separate species, C4H10OS in total, with properties calculated with ωB97M-V/def2-TZVPD.

```
16
Properties=species:S:1:pos:R:3:nbo_charge:R:1
S 1.101 -1.845 -1.305 -0.03
O -1.392 -0.855 1.048 -0.74
C 1.083 -0.515 -0.134 -0.54
C -0.067 0.510 -0.440 -0.25
C -1.539 -0.063 -0.262 -0.07
C 0.258 1.631 0.530 -0.61
H 0.446 1.119 1.566 0.21
H 1.081 -1.021 0.839 0.23
H -1.765 -2.112 0.830 0.46
H -2.262 0.731 -0.220 0.19
H -0.596 2.322 0.652 0.21
H 1.050 2.277 0.299 0.21
H -1.748 -0.845 -1.010 0.19
H 2.151 -2.481 -0.864 0.12
H 0.192 0.979 -1.471 0.22
H 2.009 0.167 -0.057 0.21
```

Values from the calculation:
* M: 106.2 g mol⁻¹
* multiplicity: 1
* charge: 0
* orbital gap: 9.16 eV

***

Run 3
Below is a cluster of 2 separate species, C4H10OS in total, with properties calculated with ωB97M-V/def2-TZVPD.

```
16
Properties=species:S:1:pos:R:3:nbo_charge:R:1
S 0.374 -1.121 1.875 0.16
O -0.030 2.346 -1.267 -0.54
C -0.307 1.223 -1.837 0.41
C 0.212 -2.102 0.334 -0.75
C -1.723 0.804 -2.051 -0.73
C 1.119 0.361 1.072 -0.74
H 0.419 1.058 0.681 0.22
H 1.958 0.790 1.729 0.24
H 1.580 -0.061 0.136 0.20
H -1.845 -0.016 -2.792 0.23
H -0.444 -2.929 0.757 0.23
H -2.326 1.701 -2.282 0.25
H 1.194 -2.474 0.016 0.22
H -0.435 -1.470 -0.359 0.21
H 0.403 0.486 -1.781 0.12
H -2.050 0.374 -1.069 0.25
```

Values from the calculation:
* M: 106.2 g mol⁻¹
* multiplicity: 1
* charge: 0
* orbital gap: 8.94 eV
* structure (SMILES): CC=O.CSC

***

Which of them is least stable? Easy: run 2.

***

Run 1
Below is an isolated molecule of C4H10OS, with properties calculated with ωB97M-V/def2-TZVPD.

```
16
Properties=species:S:1:pos:R:3:nbo_charge:R:1
S 1.188 0.205 -0.604 1.26
O 1.826 1.430 -0.153 -0.99
C -0.786 0.322 0.249 -0.01
C -1.395 -0.908 -0.273 -0.75
C -1.246 1.742 0.313 -0.72
C 1.721 -1.160 0.488 -0.82
H 1.993 -1.943 -0.091 0.22
H -1.781 -0.831 -1.289 0.21
H -2.355 -0.950 0.167 0.25
H -0.993 2.121 1.276 0.24
H 2.057 -0.158 -1.869 -0.04
H -2.314 1.835 0.100 0.19
H 0.907 -1.575 1.127 0.24
H 2.514 -0.685 1.136 0.26
H -0.642 -1.668 -0.198 0.21
H -0.694 2.222 -0.380 0.26
```

Values from the calculation:
* M: 106.2 g mol⁻¹
* multiplicity: 1
* charge: 0
* orbital gap (alpha / beta): 7.25 / 7.19 eV
* structure (SMILES): CC(C)=[S@H](C)=O

***

Run 2
Below is a cluster of 2 separate species, C4H10OS in total, with properties calculated with ωB97M-V/def2-TZVPD.

```
16
Properties=species:S:1:pos:R:3:nbo_charge:R:1
S -0.996 -2.836 -0.718 0.21
O 2.924 1.152 0.667 -0.68
C -0.953 -1.529 0.494 -0.77
C 1.837 3.234 0.364 -0.55
C 2.298 2.255 1.111 0.16
C -2.547 -2.361 -1.496 -0.75
H -0.196 -1.738 1.252 0.23
H 1.981 3.168 -0.704 0.20
H -0.649 -0.550 0.153 0.21
H 2.318 2.187 2.186 0.18
H -1.864 -1.364 1.053 0.21
H 3.232 1.258 -0.247 0.48
H -2.690 -2.964 -2.401 0.23
H -3.378 -2.646 -0.845 0.21
H 1.363 4.048 0.887 0.22
H -2.681 -1.315 -1.755 0.22
```

Values from the calculation:
* M: 106.2 g mol⁻¹
* multiplicity: 1
* charge: 0
* orbital gap: 9.33 eV
* structure (SMILES): C=CO.CSC

***

Run 3
Below is an isolated molecule of C4H10OS, with properties calculated with ωB97M-V/def2-TZVPD.

```
16
Properties=species:S:1:pos:R:3:nbo_charge:R:1
S 1.252 0.260 -0.083 1.53
O 2.192 1.249 0.570 -0.94
C -0.434 0.472 0.212 -0.45
C -1.171 -0.459 -0.608 -0.66
C -0.719 1.917 0.186 -0.66
C 1.678 -1.401 0.493 -0.84
H -0.829 -1.544 -0.517 0.21
H 2.028 0.156 -1.445 -0.06
H 0.759 -1.849 0.770 0.24
H 2.146 -2.043 -0.413 0.25
H -0.913 2.344 1.225 0.22
H -1.431 -0.232 -1.682 0.20
H -2.169 -0.406 -0.117 0.23
H 2.341 -1.323 1.478 0.28
H 0.219 2.505 -0.169 0.24
H -1.614 2.186 -0.345 0.21
```

Values from the calculation:
* M: 106.2 g mol⁻¹
* multiplicity: 1
* charge: 0
* orbital gap: 8.23 eV
* structure (SMILES): CC(C)=[S@H](C)=O

***

Which of them is least stable? Easy: run 1.

***

Run 1
Below is a cluster of 2 separate species, C4H9O2 in total, with properties calculated with ωB97M-V/def2-TZVPD.

```
15
Properties=species:S:1:pos:R:3:nbo_charge:R:1
O -1.408 -1.424 -0.816 -0.81
O -1.160 0.651 -1.671 -0.80
C -1.508 0.395 0.685 -0.75
C 1.808 -0.312 0.595 -0.66
C 2.745 0.716 1.260 -1.33
C -1.305 -0.175 -0.743 0.76
H 1.164 0.057 -0.197 0.21
H -2.406 -0.155 1.011 0.19
H 3.459 1.036 0.489 0.15
H -0.778 0.079 1.427 0.21
H 3.241 0.345 2.153 0.13
H 2.227 1.642 1.529 0.17
H -1.718 1.459 0.765 0.19
H 2.479 -1.023 0.100 0.17
H 1.201 -0.871 1.306 0.18
```

Values from the calculation:
* M: 89.1 g mol⁻¹
* ⟨S²⟩: 0.751
* multiplicity: 2
* charge: -2
* orbital gap (alpha / beta): 2.71 / 8.19 eV

***

Run 2
Below is a cluster of 2 separate species, C4H9O2 in total, with properties calculated with ωB97M-V/def2-TZVPD.

```
15
Properties=species:S:1:pos:R:3:nbo_charge:R:1
O -1.187 0.692 -3.623 -0.81
O -1.168 2.025 -1.808 -0.80
C -1.793 -0.243 -1.505 -0.74
C 1.136 0.319 1.189 -0.67
C 1.685 -0.805 2.071 -1.34
C -1.352 0.939 -2.403 0.76
H 0.050 0.287 1.180 0.20
H -1.024 -0.553 -0.801 0.21
H 1.422 1.319 1.544 0.18
H 1.574 0.368 0.191 0.19
H 1.842 -1.732 1.512 0.17
H 2.612 -0.571 2.611 0.14
H -2.667 0.060 -0.920 0.19
H 0.964 -1.009 2.877 0.15
H -2.095 -1.097 -2.116 0.18
```

Values from the calculation:
* M: 89.1 g mol⁻¹
* ⟨S²⟩: 0.751
* multiplicity: 2
* charge: -2
* orbital gap (alpha / beta): 2.84 / 8.17 eV

***

Which of them is least stable? Easy: run 1.